Density functional theory data (ωB97M-V with the def2-TZVPD basis set) for one molecule with the formula C20H31N5O4.

Results
**E**: -1355.4843 a.u.
**Relative energy (zero: lowest compared OMol25 entry of this formula, charge and spin)**: 1.92 kJ/mol
**Gap between HOMO and LUMO**: 9.90 eV
**SMILES string**: CN(C[C@@H](O)CNC(=O)c1cnn(CC2CCC2)c1)C(=O)C[C@H]1CCCC(=O)N1

The geometry in ORCA input format:
```
! wB97M-V def2-TZVPD RIJCOSX def2/J DEFGRID3
* xyz 0 1
C -1.933 1.290 0.629
N -0.996 0.924 -0.428
C -0.064 -0.160 -0.129
C 1.337 0.343 0.210
O 1.299 1.378 1.183
C 2.212 -0.763 0.781
N 1.715 -1.268 2.041
C 0.994 -2.420 2.122
O 0.772 -3.122 1.146
C 0.491 -2.771 3.463
C 0.635 -2.140 4.717
N 0.001 -2.804 5.667
N -0.563 -3.854 5.042
C -1.270 -4.859 5.818
C -0.354 -5.979 6.264
C 0.769 -5.654 7.273
C 0.474 -7.005 7.963
C -0.910 -7.006 7.274
C -0.293 -3.873 3.730
C -1.262 1.366 -1.692
O -2.182 2.132 -1.923
C -0.373 0.859 -2.814
C -0.374 1.810 -4.014
C 0.306 3.139 -3.699
C 1.821 2.992 -3.669
C 2.316 2.537 -5.036
C 1.543 1.374 -5.621
O 2.008 0.674 -6.503
N 0.279 1.172 -5.153
H -2.335 2.279 0.428
H -2.767 0.584 0.678
H -1.412 1.284 1.584
H -0.468 -0.711 0.720
H -0.007 -0.870 -0.954
H 1.821 0.719 -0.701
H 0.728 2.079 0.849
H 2.257 -1.599 0.084
H 3.221 -0.376 0.924
H 1.746 -0.653 2.835
H 1.170 -1.239 4.975
H -1.695 -4.346 6.681
H -2.091 -5.243 5.208
H 0.057 -6.488 5.388
H 1.770 -5.482 6.882
H 0.488 -4.808 7.902
H 1.110 -7.800 7.572
H 0.499 -7.039 9.051
H -1.668 -6.548 7.914
H -1.294 -7.948 6.888
H -0.657 -4.640 3.068
H 0.649 0.689 -2.477
H -0.758 -0.117 -3.127
H -1.412 2.009 -4.281
H 0.033 3.866 -4.469
H -0.087 3.518 -2.756
H 2.291 3.937 -3.396
H 2.120 2.268 -2.905
H 2.217 3.354 -5.757
H 3.367 2.250 -5.031
H -0.185 0.386 -5.585
*
```

---

Density functional theory data (ωB97M-V with the def2-TZVPD basis set) for one molecule with the formula C20H31NO2.

Results
**E**: -985.9273 a.u.
**Relative energy (zero: lowest compared OMol25 entry of this formula, charge and spin)**: 12.33 kJ/mol
**Gap between HOMO and LUMO**: 9.09 eV
**SMILES string**: Cc1cccc(OC[C@@H](O)CN2C[C@]3(C)C[C@H]2CC(C)(C)C3)c1

The geometry in ORCA input format:
```
! wB97M-V def2-TZVPD RIJCOSX def2/J DEFGRID3
* xyz 0 1
C 5.898 -0.928 3.737
C 4.483 -0.838 3.252
C 4.197 -0.407 1.970
C 2.882 -0.317 1.510
C 1.840 -0.667 2.361
C 2.129 -1.097 3.648
C 3.431 -1.186 4.094
H 3.639 -1.526 5.098
H 1.314 -1.367 4.303
H 0.809 -0.613 2.049
O 2.757 0.135 0.227
C 1.492 0.205 -0.397
C 1.104 -1.120 -1.077
O 0.631 -2.088 -0.166
H 1.313 -2.255 0.495
C 0.034 -0.896 -2.156
N -1.034 -0.020 -1.729
C -1.893 -0.592 -0.687
H -1.664 -0.153 0.287
C -3.336 -0.304 -1.118
C -4.319 -1.302 -0.517
H -5.328 -1.106 -0.875
H -4.319 -1.229 0.569
H -4.050 -2.319 -0.792
C -3.200 -0.414 -2.636
H -4.049 -0.004 -3.177
C -1.922 0.402 -2.819
C -2.267 1.890 -2.692
H -1.365 2.484 -2.843
H -2.964 2.134 -3.497
C -2.889 2.264 -1.334
C -1.770 2.633 -0.355
H -1.007 1.864 -0.346
H -1.303 3.566 -0.663
H -2.163 2.769 0.651
C -3.772 3.506 -1.517
H -4.192 3.815 -0.562
H -4.593 3.307 -2.203
H -3.188 4.332 -1.917
C -3.774 1.127 -0.777
H -3.839 1.231 0.308
H -4.786 1.251 -1.171
H -1.446 0.231 -3.789
H -3.051 -1.452 -2.939
H -1.732 -1.673 -0.610
H 0.524 -0.433 -3.016
H -0.331 -1.894 -2.454
H 2.007 -1.507 -1.578
H 0.712 0.515 0.302
H 1.594 0.972 -1.168
H 4.988 -0.126 1.291
H 6.599 -0.695 2.940
H 6.059 -0.229 4.557
H 6.110 -1.929 4.109
*
```

---

Density functional theory data (ωB97M-V with the def2-TZVPD basis set) for a 6-piece molecular cluster, C20H31O16 overall at a distorted geometry.

Results
**E**: -1984.6576 a.u.
**Relative energy (zero: lowest compared OMol25 entry of this formula, charge and spin)**: 23.18 kJ/mol
**Gap between HOMO and LUMO**: 7.84 eV

The geometry in ORCA input format:
```
! wB97M-V def2-TZVPD RIJCOSX def2/J DEFGRID3
* xyz -1 1
O 8.166 -18.741 2.448
H 9.004 -18.443 2.081
C 7.387 -15.473 1.115
C 8.487 -14.548 1.610
C 9.882 -15.183 1.626
O 10.630 -14.337 0.726
C 9.909 -13.295 0.321
O 10.298 -12.431 -0.386
O 8.649 -13.377 0.798
H 7.584 -15.897 0.134
H 6.457 -14.934 1.298
H 7.392 -16.323 1.806
H 8.192 -14.190 2.600
H 9.881 -16.155 1.143
H 10.331 -15.216 2.616
C 6.272 -19.197 5.380
C 6.370 -17.710 5.510
C 6.446 -17.003 4.131
O 5.395 -16.017 4.203
C 4.819 -16.026 5.426
O 4.055 -15.219 5.814
O 5.216 -17.117 6.125
H 6.387 -19.758 6.309
H 6.990 -19.502 4.617
H 5.285 -19.510 5.010
H 7.299 -17.479 6.045
H 6.172 -17.763 3.394
H 7.445 -16.704 3.841
C 12.423 -20.379 2.732
C 11.558 -19.743 1.661
C 11.586 -18.233 1.733
O 11.686 -17.800 0.362
C 12.170 -18.844 -0.361
O 12.529 -18.750 -1.485
O 12.177 -19.965 0.371
H 11.946 -20.179 3.694
H 13.403 -19.902 2.719
H 12.506 -21.453 2.597
H 10.572 -20.207 1.673
H 12.476 -17.789 2.191
H 10.701 -17.818 2.205
C 6.997 -22.900 3.003
C 8.390 -22.440 2.712
C 9.224 -21.960 3.885
O 10.480 -22.618 3.732
C 10.367 -23.613 2.821
O 11.227 -24.408 2.607
O 9.191 -23.555 2.191
H 6.906 -23.517 3.896
H 6.512 -23.230 2.092
H 6.503 -21.966 3.316
H 8.357 -21.722 1.894
H 8.720 -22.119 4.843
H 9.363 -20.880 3.796
C 3.402 -19.674 1.820
C 3.897 -18.587 0.925
C 5.439 -18.528 0.710
O 5.580 -18.499 -0.717
C 4.364 -18.534 -1.310
O 4.177 -18.352 -2.465
O 3.396 -18.796 -0.403
H 3.739 -19.618 2.854
H 3.784 -20.645 1.468
H 2.326 -19.845 1.760
H 3.587 -17.598 1.278
H 5.917 -19.421 1.102
H 5.865 -17.631 1.135
*
```